Entry 1:
This record from the OMol25 dataset describes a 2-piece molecular cluster, C3H9N3O overall at a distorted geometry. The level of theory is the ωB97M-V functional and the def2-TZVPD basis.

XYZ file:
```
16
Properties=species:S:1:pos:R:3:lowdin_spin:R:1
O 0.87210 0.43605 1.23309 -0.009
C 1.31510 0.03924 0.03982 -0.010
N 2.54870 -0.32986 -0.06478 0.113
C 0.39887 0.07538 -1.07714 0.018
N -0.80010 0.67443 -1.02554 -0.006
C -2.00659 -0.13006 -0.56489 0.071
N -1.96801 -0.19615 0.85810 0.778
H 2.76887 -0.33924 -1.06452 0.002
H 0.33630 -2.70467 1.40903 0.000
H 0.87424 -2.36048 1.79061 0.000
H 0.66081 -0.33155 -2.05410 -0.001
H -0.66509 1.43919 -0.35056 0.002
H -2.88751 0.31477 -1.02856 0.000
H -1.87551 -1.13000 -0.97038 0.018
H -2.65859 0.44722 1.25797 0.024
H -0.05661 0.13735 1.36849 0.001
```

As for the HOMO-LUMO gap (alpha / beta): 8.095 / 7.908 eV. Its HOMO energy (alpha / beta) is -15.80 / -15.80 eV. The net charge is +1. For the LUMO energy (alpha / beta), the calculation gives -7.71 / -7.90 eV. Its spin multiplicity is 2. As for the expectation value of S²: 0.78.


Entry 2:
This record from the OMol25 dataset describes C17H14ClDyNO4 as an isolated structure at a distorted geometry. The level of theory is the ωB97M-V functional and the def2-TZVPD basis.

XYZ file:
```
38
Properties=species:S:1:pos:R:3:lowdin_spin:R:1
C 1.22840 -0.43342 -2.52746 -0.009
C 1.38323 0.88820 -1.96130 -0.010
C 0.09257 1.46781 -1.79363 -0.007
H 2.33023 1.37981 -1.73821 0.000
C -0.89071 0.51663 -2.19215 -0.005
C -0.20807 -0.67155 -2.65254 -0.006
H -0.67694 -1.58687 -2.97161 0.000
H 1.99894 -1.16421 -2.67779 0.000
H -0.11080 2.50112 -1.51639 0.000
H -1.96251 0.68815 -2.24572 0.000
Dy 0.36298 -0.84078 -0.34816 5.076
Cl 2.56685 -1.29823 0.66419 -0.015
C -0.48491 0.47164 2.78573 -0.002
C -1.61808 0.94014 2.04614 -0.002
C -1.19597 2.01657 1.23234 0.000
H -2.60079 0.50302 2.07742 0.000
C 0.19533 2.21638 1.44785 -0.001
C 0.63603 1.27138 2.40223 -0.003
H 1.65543 1.11731 2.73322 0.000
H -0.47355 -0.36586 3.47424 0.000
H -1.81650 2.55736 0.52915 0.000
H 0.82370 2.93751 0.92837 0.000
O -1.69703 -2.91575 -1.21659 0.000
C -1.31868 -3.11426 -0.03968 -0.003
O -0.96517 -2.13836 0.76965 -0.014
C -1.11608 -4.45437 0.55419 0.000
C -0.28529 -4.63309 1.69249 0.000
C 0.02406 -5.91182 2.13103 0.000
C -0.50136 -7.04523 1.45318 0.000
C -1.35888 -6.85956 0.34198 0.000
C -1.65839 -5.57913 -0.09490 0.000
N -0.10485 -8.34109 1.84384 0.000
O 0.68880 -8.45251 2.80804 0.000
O -0.55732 -9.32298 1.21024 0.000
H 0.11731 -3.76821 2.22353 0.000
H 0.68530 -6.06719 2.98950 0.000
H -1.75738 -7.73977 -0.15786 0.000
H -2.31748 -5.43605 -0.95799 0.000
```

As for the HOMO-LUMO gap (alpha / beta): 4.354 / 4.365 eV. Its HOMO energy (alpha / beta) is -3.64 / -3.65 eV. The net charge is -1. For the LUMO energy (alpha / beta), the calculation gives 0.72 / 0.72 eV. Its spin multiplicity is 6. As for the expectation value of S²: 9.35.


Entry 3:
This record from the OMol25 dataset describes a 40-piece molecular cluster, H80O40 overall at a distorted geometry. The level of theory is the ωB97M-V functional and the def2-TZVPD basis.

XYZ file:
```
120
Properties=species:S:1:pos:R:3:mulliken_charge:R:1
H -3.63585 0.45966 -3.24323 0.053
H -5.03840 0.44641 -2.88811 0.241
O -4.17199 0.53269 -2.45466 -0.542
H -0.58971 0.19712 -1.79824 -0.015
H -1.94811 0.38310 -1.00635 0.340
O -1.49094 0.56796 -1.81053 -0.141
H 1.97356 0.29746 0.26411 -0.079
H 2.87192 0.81814 -0.74649 0.021
O 2.75303 -0.00131 -0.25529 0.218
H 1.51182 0.81694 -2.13863 -0.029
H 1.21359 2.51270 -2.13442 0.074
O 1.08162 1.56072 -1.74568 0.626
H -2.51667 -1.06292 -2.52894 0.077
H -1.47698 -2.12146 -2.95891 0.269
O -2.33751 -1.98862 -2.45037 -0.691
H 3.34367 2.65992 -1.09210 -0.075
O 3.69836 2.75425 -2.01736 -0.597
H -1.22734 4.02720 -1.70459 0.247
O -1.71857 4.56019 -2.31671 -0.670
H 1.00111 -0.63590 5.90598 0.316
H 1.55948 0.59750 6.41712 0.300
O 1.82207 -0.31192 6.33314 -0.652
H -0.56187 2.44973 -0.90461 0.136
H -1.25843 2.93010 0.25298 0.085
O -0.48047 3.20880 -0.23057 -0.720
H -2.44535 -1.05358 0.44277 0.123
H -2.05908 -2.20808 1.23840 0.444
O -2.70331 -1.49469 1.25416 -0.496
H -2.02895 6.31238 2.04650 0.294
H -0.83794 5.55982 2.48396 0.308
O -1.23386 5.86234 1.65908 -0.581
H -3.23566 -1.51987 -5.13552 0.292
O -3.20152 -0.54745 -4.95984 -0.540
H 0.90981 -1.43553 -4.40822 0.279
H -0.65788 -1.23110 -4.59547 0.201
O 0.03796 -1.61306 -4.04557 -0.543
H 2.35445 -6.23724 -1.58550 0.334
H 2.32330 -5.64221 -2.92255 0.301
O 1.74064 -6.16366 -2.37956 -0.631
H 0.50601 2.19177 0.63294 0.123
H 1.50526 2.49258 1.64049 0.207
O 1.08882 1.71398 1.22138 0.180
H 4.63167 -1.13253 -1.97254 0.318
H 5.93489 -1.50895 -2.69690 0.261
O 5.27325 -1.83969 -2.10097 -0.658
H -0.81760 -0.05560 3.04711 -0.031
H -1.20323 1.21393 3.53187 0.134
O -0.36094 0.73200 3.37750 0.077
H -1.32106 -4.15036 5.41649 0.307
H -1.09884 -2.58871 5.29826 0.322
O -1.20288 -3.33164 5.87590 -0.634
H 4.13806 -1.94665 0.30918 0.023
O 3.26080 -2.20378 0.71930 -0.501
H 6.18233 -1.95435 0.95415 0.358
H 5.83954 -2.42447 -0.27753 0.358
O 6.17515 -2.86021 0.53561 -0.640
H 2.71453 -0.97183 4.23783 0.311
O 2.67011 -1.13698 3.28136 -0.786
H -2.31430 0.94034 1.53143 -0.047
H -1.50398 -0.02750 0.82224 -0.266
O -1.50012 0.92341 0.97345 0.487
H -1.57481 -6.68467 1.27118 0.264
H -0.34043 -5.99172 0.71815 0.289
O -1.05117 -5.87848 1.35473 -0.584
H -4.09498 1.20704 -0.50027 0.255
H -4.36620 2.49574 -1.33607 0.291
O -4.10277 2.15779 -0.47115 -0.617
H 1.01413 4.69270 -2.77933 0.274
H 1.15793 3.45550 -3.84738 0.285
O 1.44125 3.83949 -2.99477 -0.522
H -3.34866 3.76582 -4.85836 0.308
H -3.26946 2.25323 -4.50050 0.344
O -3.71436 2.89616 -5.04927 -0.652
H 5.67356 -1.01409 3.68950 0.230
H 4.22833 -0.85484 2.94850 0.527
O 5.19548 -0.60651 2.98465 -0.626
H 2.02850 -2.68136 -2.31096 0.255
H 3.61772 -2.79127 -2.40093 0.300
O 2.78623 -2.47737 -2.85415 -0.571
H -3.78898 -3.02592 -4.36392 0.421
H -2.55611 -3.77623 -4.43871 0.302
O -3.08869 -3.23897 -5.04373 -0.726
H -6.38524 1.35329 2.45927 0.281
H -5.07730 1.52857 1.77202 0.309
O -5.51498 0.93307 2.43903 -0.614
H -4.70941 -0.76731 3.46702 0.321
H -4.11486 -2.06599 2.79807 0.295
O -4.44289 -1.68041 3.63342 -0.630
H -4.98179 -3.11152 -2.65961 0.381
O -5.15447 -2.48778 -3.40587 -0.707
H 3.35512 1.82066 2.08175 0.163
H 4.56951 1.58225 3.08308 0.265
O 3.62154 1.42447 2.90823 -0.505
H 3.33686 -1.58765 1.46185 0.289
H 3.80717 3.70142 -2.03193 0.402
H 2.21145 -0.43146 2.81443 0.322
H -2.20252 5.24348 -1.87257 0.281
H -3.88722 -0.27874 -5.57119 0.283
H -4.70951 -1.79953 -2.88074 0.337
O -2.29624 -0.24613 5.51647 -0.487
H -2.52970 -0.04720 6.41909 0.223
H -2.86023 -0.93995 5.10763 0.312
O 4.97991 4.06782 0.71628 -0.661
H 4.06038 4.12779 1.04622 0.374
H 4.68198 3.58794 -0.06796 0.374
O -0.92221 -3.38687 2.40711 -0.626
H -0.01803 -3.12626 2.07797 0.229
H -0.83961 -4.25770 1.91272 0.366
O 0.17127 2.39588 5.61681 -0.608
H 0.94639 1.94553 5.24148 0.267
H -0.37609 1.80874 6.11999 0.306
O -0.67359 -1.83984 -0.53225 0.035
H -1.20612 -2.37524 -1.11190 0.397
H 0.17765 -1.79945 -1.03719 -0.164
O 2.21991 -0.05293 -4.69321 -0.684
H 2.97220 -0.56531 -4.25663 0.279
H 2.64341 0.81083 -4.68081 0.304
O 2.08157 3.87841 0.18774 -0.438
H 1.13581 3.73650 -0.06359 -0.075
H 2.14596 4.83723 0.16182 0.276
```

As for the HOMO-LUMO gap: 9.454 eV. Its HOMO energy is -9.85 eV. For the LUMO energy, the calculation gives -0.40 eV.


Computed energy relative to the best compared isomer or geometry (same formula, charge and spin), in the same sequence as the records: 4.4596; 0.0000; 8.2579 eV.